C23H27N3O3 in the gas phase. Source: OMol25; level of theory: ωB97M-V/def2-TZVPD.

The total energy comes out at -34903.5352 eV. For the energy above the lowest of the compared OMol25 structures with the same formula, charge and spin, the calculation gives 131.6 kJ/mol. Its charge is 0. As for the structure (SMILES): O=C(CCN1C(=O)COc2ccccc21)NCCCN1CCc2ccccc2C1. The max |F| is 0.72 eV/A.

CARTESIAN COORDINATES (ANGSTROEM)
O -1.48 -2.82 -2.06
C -1.18 -1.79 -1.49
C -0.78 -0.52 -2.25
C -2.01 0.38 -2.39
N -2.43 0.90 -1.10
C -3.55 0.37 -0.53
O -4.26 -0.45 -1.09
C -3.91 0.93 0.84
O -2.80 1.28 1.63
C -1.85 2.02 0.96
C -1.08 2.91 1.68
C -0.11 3.66 1.04
C 0.08 3.51 -0.32
C -0.68 2.61 -1.04
C -1.65 1.84 -0.41
N -1.25 -1.62 -0.15
C -1.59 -2.73 0.71
C -0.38 -3.58 1.08
C 0.64 -2.83 1.94
N 1.10 -1.59 1.33
C 1.79 -0.73 2.27
C 1.89 0.68 1.69
C 2.42 0.65 0.28
C 2.89 1.82 -0.31
C 3.34 1.81 -1.62
C 3.33 0.63 -2.35
C 2.87 -0.53 -1.76
C 2.41 -0.53 -0.45
C 1.95 -1.82 0.18
H -0.44 -0.81 -3.24
H 0.03 0.00 -1.73
H -1.81 1.21 -3.07
H -2.84 -0.21 -2.77
H -4.56 1.80 0.69
H -4.46 0.17 1.39
H -1.25 3.00 2.74
H 0.49 4.36 1.60
H 0.83 4.10 -0.84
H -0.50 2.50 -2.10
H -0.71 -0.89 0.29
H -2.32 -3.34 0.17
H -2.06 -2.32 1.61
H 0.09 -3.95 0.16
H -0.72 -4.45 1.65
H 0.15 -2.56 2.88
H 1.48 -3.50 2.18
H 1.23 -0.69 3.21
H 2.81 -1.11 2.50
H 2.53 1.30 2.32
H 0.90 1.13 1.68
H 2.91 2.73 0.26
H 3.71 2.72 -2.07
H 3.67 0.62 -3.37
H 2.86 -1.45 -2.32
H 1.39 -2.39 -0.57
H 2.84 -2.42 0.45